Entry 1:
{
  "formula": "C2H4O3P",
  "method": "ωB97M-V/def2-TZVPD",
  "e_above_lowest_kcal_mol": 48.2,
  "homo_ev": -2.61,
  "energy_ha": -645.7276,
  "total_charge": -1,
  "smiles": "CC(=O)P([O-])O",
  "species": ["C", "C", "O", "O", "O", "P", "H", "H", "H", "H"],
  "coordinates": [[0.938, -0.971, 0.355], [-0.478, -0.991, -0.543], [3.630, -0.044, 0.003], [1.314, -1.979, 0.932], [1.731, 1.717, -0.018], [2.300, 0.164, -0.602], [-1.192, -0.333, -0.200], [-0.834, -1.958, -0.593], [-0.045, -0.807, -1.557], [2.430, 2.354, 0.169]],
  "nbo_charge": [0.268, -0.749, -1.176, -0.607, -1.072, 1.257, 0.200, 0.189, 0.218, 0.472]
}



Entry 2:
{
  "formula": "C2H4O3P",
  "method": "ωB97M-V/def2-TZVPD",
  "e_above_lowest_kcal_mol": 109.4,
  "homo_ev": -2.90,
  "energy_ha": -645.6301,
  "total_charge": -1,
  "smiles": "O=C(P)[C@H]([O-])O",
  "species": ["C", "C", "O", "O", "O", "P", "H", "H", "H", "H"],
  "coordinates": [[1.069, 0.168, 0.316], [-0.398, -0.806, 0.085], [1.828, -0.524, -0.531], [0.583, 1.270, -0.131], [-0.448, -1.989, -0.209], [-1.682, 0.516, -0.348], [1.752, 0.541, 1.232], [1.965, -0.008, -1.332], [-2.838, -0.283, -0.044], [-1.830, 1.114, 0.961]],
  "nbo_charge": [0.333, 0.302, -0.768, -0.884, -0.606, 0.202, 0.086, 0.471, -0.110, -0.026]
}



Entry 3:
{
  "formula": "C2H4O3P",
  "method": "ωB97M-V/def2-TZVPD",
  "e_above_lowest_kcal_mol": 26.4,
  "homo_ev": -4.50,
  "energy_ha": -645.7624,
  "total_charge": -1,
  "species": ["C", "C", "O", "O", "O", "P", "H", "H", "H", "H"],
  "coordinates": [[0.617, -0.648, 0.292], [-0.545, -0.866, -0.233], [-1.199, 2.611, -0.266], [-0.170, 4.588, -1.370], [-1.369, 0.134, -0.571], [-0.422, 3.152, -1.483], [1.381, -1.391, 0.489], [0.915, 0.428, 0.186], [-1.167, -1.810, -0.461], [-1.212, 1.042, -0.086]],
  "nbo_charge": [-0.606, 0.180, -1.180, -1.139, -0.747, 1.402, 0.192, 0.213, 0.154, 0.531]
}



Entry 4:
{
  "formula": "C2H4O3P",
  "method": "ωB97M-V/def2-TZVPD",
  "e_above_lowest_kcal_mol": 118.1,
  "homo_ev": -3.23,
  "energy_ha": -645.6163,
  "total_charge": -1,
  "smiles": "[O-]/P=C/COO",
  "species": ["C", "C", "O", "O", "O", "P", "H", "H", "H", "H"],
  "coordinates": [[-0.236, -0.241, -0.091], [0.165, -0.709, -1.440], [1.069, -2.519, -3.129], [0.443, 0.991, 0.115], [0.292, 1.508, 1.457], [0.810, -2.269, -1.676], [-1.324, -0.063, 0.008], [0.065, -0.986, 0.657], [0.011, -0.017, -2.261], [1.114, 1.221, 1.877]],
  "nbo_charge": [-0.116, -0.914, -1.161, -0.303, -0.495, 1.040, 0.142, 0.159, 0.204, 0.445]
}



Entry 5:
{
  "formula": "C2H4O3Rb",
  "method": "ωB97M-V/def2-TZVPD",
  "e_above_lowest_kcal_mol": 0.0,
  "homo_ev": -14.65,
  "energy_ha": -328.2396,
  "total_charge": 1,
  "species": ["O", "C", "Rb", "O", "O", "H", "C", "H", "H", "H"],
  "coordinates": [[1.047, 0.445, -0.260], [0.348, 0.888, 0.632], [-0.621, -2.366, -1.195], [0.126, 2.146, 0.891], [-0.483, 0.064, 1.265], [-0.851, 0.435, 2.079], [0.899, 3.128, 0.176], [0.887, 2.879, -0.890], [0.408, 4.082, 0.379], [1.935, 3.155, 0.532]],
  "nbo_charge": [-0.669, 0.988, 0.997, -0.495, -0.707, 0.516, -0.261, 0.207, 0.216, 0.207]
}



Entry 6:
{
  "formula": "C2H4O3S",
  "method": "ωB97M-V/def2-TZVPD",
  "e_above_lowest_kcal_mol": 46.1,
  "homo_ev": [-9.17, -9.16],
  "energy_ha": -702.4201,
  "total_charge": 0,
  "smiles": "COC=O.O=S",
  "species": ["C", "C", "O", "O", "O", "S", "H", "H", "H", "H"],
  "coordinates": [[-1.516, -0.536, -0.753], [0.176, 0.449, 0.482], [-2.360, 1.805, 2.449], [-2.078, -0.850, 0.307], [-0.310, 0.086, -0.817], [-3.794, 1.671, 2.653], [-1.777, -0.649, -1.770], [1.303, 0.638, 0.326], [0.156, -0.385, 1.071], [-0.295, 1.335, 1.047]],
  "nbo_charge": [0.638, -0.280, -0.704, -0.587, -0.500, 0.705, 0.132, 0.188, 0.192, 0.215]
}



Entry 7:
{
  "formula": "C2H4O4S",
  "method": "ωB97M-V/def2-TZVPD",
  "e_above_lowest_kcal_mol": 127.6,
  "homo_ev": -9.67,
  "energy_ha": -777.5393,
  "total_charge": 0,
  "species": ["C", "C", "O", "O", "O", "O", "S", "H", "H", "H", "H"],
  "coordinates": [[1.673, 0.720, -1.974], [2.262, 0.644, -0.950], [0.567, -0.830, 1.402], [0.102, -2.577, -0.224], [-1.923, 0.460, 0.802], [-3.200, -0.162, 1.082], [1.072, -1.671, 0.344], [1.031, 0.525, -2.787], [-3.846, 0.642, 0.811], [2.867, 0.545, -0.173], [-1.396, -0.132, 1.392]],
  "nbo_charge": [-0.194, -0.251, -0.864, -0.813, -0.473, -0.468, 1.673, 0.238, 0.460, 0.213, 0.478]
}



Entry 8:
{
  "formula": "C2H4O4S",
  "method": "ωB97M-V/def2-TZVPD",
  "e_above_lowest_kcal_mol": 0.0,
  "spin_multiplicity": 3,
  "homo_ev": [-8.37, -11.09],
  "energy_ha": -777.5766,
  "total_charge": 0,
  "species": ["C", "C", "O", "O", "O", "O", "S", "H", "H", "H", "H"],
  "coordinates": [[1.485, -0.249, -0.234], [-1.483, -0.071, -0.184], [0.177, 1.893, 0.021], [0.097, 0.256, 1.906], [1.875, 0.317, -1.418], [-1.971, -1.097, 0.533], [0.091, 0.546, 0.493], [1.460, -1.410, -0.116], [-1.644, -0.375, -1.299], [1.716, 1.218, -1.261], [-1.803, -1.029, 1.561]],
  "mulliken_spin": [0.780, 0.770, 0.001, 0.005, 0.157, 0.171, 0.081, 0.018, 0.027, -0.007, -0.004]
}



Entry 9:
{
  "formula": "C2H4OS",
  "method": "ωB97M-V/def2-TZVPD",
  "e_above_lowest_kcal_mol": 92.3,
  "homo_ev": -8.68,
  "energy_ha": -551.8816,
  "total_charge": 0,
  "species": ["C", "C", "O", "S", "H", "H", "H", "H"],
  "coordinates": [[-1.104, -0.903, 0.287], [-0.761, -0.149, -1.009], [1.490, 0.861, 0.040], [-1.823, 0.730, -0.154], [-1.567, -1.851, 0.232], [-0.226, -0.864, 0.912], [2.173, 0.344, -0.182], [1.819, 1.832, -0.126]],
  "nbo_charge": [-0.604, -0.171, -0.924, 0.306, 0.223, 0.228, 0.462, 0.479]
}



Entry 10:
{
  "formula": "C2H4OS",
  "method": "ωB97M-V/def2-TZVPD",
  "e_above_lowest_kcal_mol": 79.4,
  "homo_ev": -9.12,
  "energy_ha": -551.9021,
  "total_charge": 0,
  "species": ["C", "C", "H", "H", "H", "H", "O", "S"],
  "coordinates": [[-0.262, -0.391, 0.826], [0.270, 0.500, -1.135], [-0.319, 0.343, 1.787], [0.729, -0.831, 0.869], [-0.916, -1.656, 1.031], [0.842, 0.848, -0.364], [-0.804, -0.037, -0.463], [0.461, 1.225, -2.551]],
  "nbo_charge": [-0.302, 0.019, 0.221, 0.197, 0.187, 0.141, -0.490, 0.028]
}



Entry 11:
{
  "formula": "C2H4OS2",
  "method": "ωB97M-V/def2-TZVPD",
  "e_above_lowest_kcal_mol": 27.6,
  "homo_ev": -8.29,
  "energy_ha": -950.1647,
  "total_charge": 0,
  "smiles": "CC1(O)SS1",
  "species": ["C", "C", "O", "S", "S", "H", "H", "H", "H"],
  "coordinates": [[-1.038, 0.178, -0.301], [0.339, -0.143, 0.580], [-0.820, 0.351, -1.584], [-2.591, 0.871, 0.299], [-2.356, -1.175, 0.051], [1.049, -0.878, 0.155], [-0.062, -0.439, 1.560], [0.897, 0.776, 0.460], [-1.552, 0.219, -2.070]],
  "nbo_charge": [0.117, -0.622, -0.687, 0.082, -0.061, 0.232, 0.238, 0.218, 0.484]
}



Entry 12:
{
  "formula": "C2H4OS2",
  "method": "ωB97M-V/def2-TZVPD",
  "e_above_lowest_kcal_mol": 70.1,
  "homo_ev": -8.96,
  "energy_ha": -950.0970,
  "total_charge": 0,
  "smiles": "C=CSOS",
  "species": ["C", "C", "O", "S", "S", "H", "H", "H", "H"],
  "coordinates": [[-1.006, 0.529, -0.472], [0.088, 0.469, 0.305], [2.872, 0.621, 0.571], [3.436, -0.758, -0.179], [1.720, 1.606, -0.124], [-1.871, -0.085, -0.312], [-1.108, 1.179, -1.449], [0.350, -0.012, 1.238], [2.350, -1.674, 0.274]],
  "nbo_charge": [-0.423, -0.283, -0.826, 0.308, 0.468, 0.214, 0.222, 0.220, 0.101]
}



> What is the formula in the ninth record?

C2H4OS